Here is the ion C3H4FN2 with charge +1 in a non-equilibrium geometry from the Open Molecules 2025 dataset. Energies are from ωB97M-V/def2-TZVPD.

Geometry as ORCA input:
```
! RIJCOSX wB97M-V def2-TZVPD def2/J DEFGRID3
* xyz 1 1
F -2.743 -0.041 0.076
C -0.712 0.919 0.131
H -1.179 1.802 -0.052
H 0.396 -2.542 -0.002
C 1.165 -0.438 0.070
H 1.193 1.678 -0.272
C 0.472 -1.520 0.151
N 0.630 0.800 0.036
H 2.170 -0.518 -0.137
N -1.391 -0.140 -0.002
*
```

As for the HOMO-LUMO gap: 0.3124 Ha. The calculation puts the HOMO energy at -15.45 eV. As for the energy relative to the best compared isomer or geometry (same formula, charge and spin): 3.91 kcal per mole. The energy comes out at -325.60915 Ha.

Mulliken population analysis, charges in e, atoms 1 to 5: -0.11, -0.02, 0.42, 0.43, -0.19